Computed, not measured: 2 unconnected molecules or ions with the total composition C13H25BCl2O9S, with ωB97M-V/def2-TZVPD.

The largest force on an atom comes out at 3.1 eV/A. The HOMO energy is -0.168 eV. The charge is -2. The spin multiplicity is 1.

Positions of all 51 atoms, in Å:
C1 -1.3620 5.1579 3.6537
C2 -2.1024 4.1189 4.5694
O1 -2.4489 2.9534 3.8181
C3 -1.8597 1.7868 4.4151
C4 -2.1198 0.5049 3.5683
O2 -1.9691 0.8465 2.2112
C5 -1.7246 -0.3177 1.4005
C6 -1.1904 0.0708 -0.0372
O3 0.1024 -0.4867 -0.1763
C7 0.3807 -0.9549 -1.5026
C8 1.6141 -0.1600 -2.0616
C9 1.6053 1.2961 -1.3812
O4 0.9805 2.1858 -1.9941
O5 2.1404 1.5597 -0.2590
O6 1.2849 0.1482 -3.4400
B1 2.5396 0.2370 -4.2115
O7 3.5856 -0.6520 -3.5776
C10 2.9811 -0.9405 -2.3323
S1 4.2169 -1.2011 -0.9994
C11 5.6563 -1.9770 -1.8628
O8 3.7670 -2.2052 -0.0157
O9 4.7374 0.0062 -0.3823
H1 -0.6282 5.6902 4.3100
H2 -0.7969 4.6125 2.8616
H3 -2.0825 5.8589 3.1815
H4 -3.0422 4.5794 4.9698
H5 -1.4713 3.8537 5.4499
H6 -2.3154 1.6905 5.4404
H7 -0.7697 1.9847 4.5603
H8 -1.3653 -0.2762 3.8519
H9 -3.1278 0.0919 3.8312
H10 -0.8962 -0.8936 1.8778
H11 -2.6832 -0.9018 1.3399
H12 -1.1318 1.1863 -0.0687
H13 -1.9431 -0.3184 -0.7585
H14 -0.4547 -0.7617 -2.2233
H15 0.6276 -2.0523 -1.4474
H16 2.4376 0.1908 -5.4238
H17 3.0218 1.3525 -4.0312
H18 2.6062 -1.9934 -2.5157
H19 6.1281 -2.7593 -1.2381
H20 6.3605 -1.1348 -2.0592
H21 5.3424 -2.3383 -2.8728
Cl1 -3.6940 -3.2643 -0.3376
C12 -3.7715 -3.8573 -2.0160
C13 -2.4375 -3.7600 -2.7199
Cl2 -1.9545 -2.0763 -3.0215
H22 -4.5401 -3.2899 -2.5388
H23 -4.0895 -4.8999 -1.9682
H24 -2.4984 -4.2518 -3.6920
H25 -1.6456 -4.2392 -2.1445

Atom charges from the Löwdin analysis, given in e for atoms 1 to 6:
1. C -0.071
2. C -0.285
3. O -0.170
4. C -0.192
5. C -0.218
6. O -0.148

***

Computed, not measured: a gas-phase ion, C13H25Br2F3N2O6P (charge +1), with ωB97M-V/def2-TZVPD.

Its SMILES is CCC[C@H]1O[C@@](CN)(COO)C[N@H+](P(=O)(O)O)[C@@H]1CC[C@](F)(Br)C(F)(F)Br. The largest force on an atom comes out at 0.9 eV/A. The HOMO energy is -12.190 eV. The charge is +1. The spin multiplicity is 1. The relative energy (zero: lowest compared OMol25 entry of this formula, charge and spin) comes out at 0.0 kcal/mol.

Positions of all 52 atoms, in Å:
C1 -0.1352 1.2403 -3.2019
C2 0.1872 2.1042 -1.9741
C3 -0.3819 1.5433 -0.6621
C4 0.0261 0.0840 -0.4406
O1 1.4027 -0.0984 -0.7558
C5 2.3517 -0.0798 0.2848
C6 3.7608 -0.3125 -0.3487
N1 3.7087 -0.8792 -1.6856
C7 2.4238 1.2340 1.0774
O2 2.5673 2.2905 0.1655
O3 2.9369 3.4147 0.9960
C8 2.0792 -1.2434 1.2477
N2 0.5992 -1.5945 1.3720
P1 0.3298 -3.2350 0.6853
O4 1.5501 -4.0093 0.8211
O5 -0.1565 -2.9218 -0.7776
O6 -0.9007 -3.6612 1.5807
C9 -0.3451 -0.4382 0.9548
C10 -1.7998 -0.8746 1.1591
C11 -2.8131 0.2804 1.2562
C12 -4.0188 0.0944 0.3450
F1 -4.6713 -1.0202 0.7688
Br1 -3.5620 -0.2210 -1.5127
C13 -4.9811 1.3137 0.4290
F2 -4.5809 2.2599 -0.4037
F3 -4.9000 1.8347 1.6535
Br2 -6.8094 0.8557 0.0526
H1 -0.2246 1.8676 -4.0915
H2 -1.0886 0.7157 -3.0878
H3 0.6611 0.5188 -3.3967
H4 1.2630 2.2488 -1.8877
H5 -0.2599 3.0946 -2.1102
H6 -1.4697 1.6388 -0.7055
H7 -0.0390 2.1651 0.1759
H8 -0.5086 -0.5293 -1.1702
H9 4.2412 0.6642 -0.4251
H10 4.3389 -0.9284 0.3553
H11 3.6605 -1.8911 -1.6733
H12 4.5529 -0.6378 -2.1898
H13 3.3112 1.1856 1.7255
H14 1.5598 1.4115 1.7319
H15 2.8700 4.1318 0.3467
H16 2.4364 -0.9965 2.2517
H17 2.6050 -2.1389 0.9297
H18 0.4212 -1.7048 2.3734
H19 -1.0153 -3.2898 -1.0411
H20 -1.4677 -4.3586 1.2144
H21 -0.1565 0.3355 1.7070
H22 -2.1138 -1.5867 0.3944
H23 -1.8370 -1.4186 2.1075
H24 -2.3620 1.2628 1.1188
H25 -3.2464 0.2790 2.2597

Atom charges from the Löwdin analysis, given in e for atoms 1 to 6:
1. C -0.084
2. C -0.218
3. C -0.143
4. C -0.280
5. O -0.026
6. C -0.406

***

Computed, not measured: a single C13H25ClNO12P3S molecule, with ωB97M-V/def2-TZVPD.

The largest force on an atom comes out at 2.2 eV/A. The HOMO energy is -8.734 eV. The spin multiplicity is 1.

Positions of all 56 atoms, in Å:
C1 0.9608 2.7858 -0.3085
C2 0.2458 1.6276 0.4216
C3 0.5308 1.8224 1.9185
O1 0.0505 3.1281 2.2788
N1 0.6217 3.4789 3.5360
O2 -0.1125 4.1180 4.1645
O3 -1.1519 1.9790 0.1695
S1 -2.3124 1.2126 0.9581
O4 -3.5366 1.7627 0.4372
O5 -2.1843 -0.2589 0.2017
C4 -1.3910 -1.1939 0.9349
P1 -1.8208 -1.1269 2.8051
P2 -3.9662 -1.4421 2.7869
O6 -4.3406 -2.4931 3.7415
O7 -4.6302 -0.0247 3.1284
O8 -4.3612 -1.8058 1.2681
C5 0.1182 -1.1132 0.5372
P3 0.9542 -2.0086 1.9709
O9 2.1495 -2.9726 1.3941
O10 1.7077 -0.8786 2.8879
C6 0.7072 0.2375 -0.1141
C7 2.2561 0.1991 0.0970
C8 2.9977 -0.9976 -0.5576
C9 3.9390 -0.5480 -1.6696
Cl1 4.3622 -1.9135 -2.7341
C10 0.5580 0.1411 -1.6706
C11 -0.7120 0.6545 -2.3520
C12 -0.5770 0.4344 -3.8725
C13 -0.9222 -0.9634 -4.3384
O11 -0.8971 -1.2795 -5.4845
O12 -1.2378 -1.8856 -3.3637
H1 1.9396 2.9554 0.1329
H2 0.3830 3.6931 -0.1514
H3 1.0282 2.6248 -1.3788
H4 0.0024 1.1022 2.5463
H5 1.5971 1.7955 2.1300
H6 -1.7557 -2.1724 0.6286
H7 -1.4562 -2.3437 3.3814
H8 -5.2869 0.2429 2.4727
H9 -5.3148 -1.7356 1.1214
H10 0.2176 -1.8335 -0.2791
H11 1.8468 -3.5098 0.6516
H12 2.5817 -1.1635 3.1887
H13 2.6876 1.0666 -0.4051
H14 2.5280 0.3011 1.1414
H15 3.6275 -1.4346 0.2151
H16 2.3382 -1.7952 -0.8827
H17 3.5524 0.2805 -2.2575
H18 4.8808 -0.2278 -1.2271
H19 1.3847 0.7042 -2.1086
H20 0.6977 -0.8930 -1.9844
H21 -0.8078 1.7269 -2.2105
H22 -1.6076 0.1324 -2.0404
H23 -1.2987 1.0764 -4.3807
H24 0.4227 0.6756 -4.2332
H25 -2.1940 -1.9447 -3.2430

Atom charges from the Löwdin analysis, given in e for atoms 1 to 6:
1. C 0.013
2. C -0.411
3. C -0.157
4. O -0.106
5. N -0.019
6. O 0.098

***

Computed, not measured: a molecular structure, C13H25F2GaO7P, with ωB97M-V/def2-TZVPD.

The largest force on an atom comes out at 0.3 eV/A. The HOMO energy is -3.516 eV. The charge is -1. The spin multiplicity is 1.

Positions of all 49 atoms, in Å:
C1 1.9842 -3.3445 1.9319
C2 1.0501 -2.4935 1.0714
P1 -0.2177 -1.5859 2.1203
C3 -0.4320 -0.0201 1.0951
C4 -0.0812 1.2868 1.8384
Ga1 -2.2501 -2.7198 1.5372
C5 -3.5530 -2.1309 2.9813
C6 -4.9178 -2.8202 3.0209
C7 -5.6243 -2.8269 1.6794
O1 -5.7692 -1.4751 1.2162
H1 2.6018 -2.7102 2.5737
H2 1.4070 -3.9968 2.5952
H3 2.6409 -3.9904 1.3386
H4 0.5644 -3.1305 0.3247
H5 1.6286 -1.7497 0.5160
H6 0.1946 -0.1088 0.2071
H7 -1.4591 0.0219 0.7243
H8 0.0058 1.1109 2.9133
H9 -0.8460 2.0609 1.6968
H10 0.8827 1.7060 1.5210
H11 -1.9600 -4.3116 1.6337
H12 -2.6327 -2.2661 0.0357
H13 -3.0212 -2.3493 3.9158
H14 -3.6823 -1.0434 2.9478
H15 -4.7600 -3.8710 3.3013
H16 -5.6070 -2.3995 3.7680
H17 -6.6180 -3.2872 1.7717
H18 -5.0431 -3.3991 0.9460
H19 -6.5270 -1.4350 0.6323
C8 1.7429 3.9104 -0.7874
C9 0.3978 3.2045 -0.8829
O2 0.7660 1.9011 -1.2714
C10 2.0539 1.6757 -0.9235
O3 2.5864 0.6153 -0.9601
O4 2.6478 2.8308 -0.5438
F1 -0.3845 3.7536 -1.8468
H20 1.9691 4.3648 -1.7540
H21 1.8206 4.6313 0.0198
H22 -0.1766 3.1451 0.0422
C11 3.2772 1.5910 -3.9575
C12 4.7140 1.8800 -4.3526
O5 4.6241 3.1517 -4.9658
C13 3.4914 3.7705 -4.5357
O6 3.2246 4.9071 -4.7412
O7 2.7232 2.9056 -3.8397
F2 5.1910 0.9876 -5.2547
H23 2.7799 1.0488 -4.7633
H24 3.1753 1.0638 -3.0155
H25 5.4179 1.9407 -3.5210

Atom charges from the Löwdin analysis, given in e for atoms 1 to 6:
1. C -0.224
2. C -0.542
3. P 0.754
4. C -0.513
5. C -0.191
6. Ga 0.150

***

Computed, not measured: 2 unconnected molecules or ions with the total composition C13H25F3N2O5S, with ωB97M-V/def2-TZVPD.

The largest force on an atom comes out at 0.5 eV/A. The HOMO energy is -8.928 eV. The spin multiplicity is 1.

Positions of all 49 atoms, in Å:
C1 -1.5272 -3.7565 -1.5136
C2 -1.1316 -2.5083 -0.7374
O1 -0.6129 -1.4307 -1.5613
C3 0.7926 -1.3744 -1.5899
C4 1.2068 -0.0978 -2.3105
N1 0.8824 1.2135 -1.6014
C5 -0.5883 1.6022 -1.6487
C6 -1.2695 1.5242 -0.2976
C7 -2.7331 1.9199 -0.4117
C8 -3.4930 1.6188 0.8800
O2 -0.6456 2.4264 0.6087
C9 0.7443 2.5412 0.4835
C10 1.4321 1.3551 -0.1873
C11 2.9441 1.6056 -0.2037
C12 3.8029 0.4034 -0.5344
N2 4.2280 -0.4614 0.2777
H1 -0.8349 -4.5836 -1.3583
H2 -2.5234 -4.0864 -1.2181
H3 -1.5721 -3.5244 -2.5825
H4 -1.9927 -2.0897 -0.2114
H5 -0.3693 -2.7039 0.0132
H6 1.2277 -1.4140 -0.5855
H7 1.2146 -2.2309 -2.1349
H8 0.7041 -0.0425 -3.2786
H9 2.2793 -0.1002 -2.4976
H10 1.3720 1.9234 -2.1434
H11 -1.0794 0.9595 -2.3755
H12 -0.6312 2.6350 -2.0079
H13 -1.2030 0.5176 0.1187
H14 -2.7948 2.9808 -0.6746
H15 -3.1749 1.3517 -1.2395
H16 -3.7154 0.5524 0.9524
H17 -4.4424 2.1574 0.9095
H18 -2.9052 1.9016 1.7536
H19 1.1494 2.6027 1.4975
H20 1.0213 3.4737 -0.0393
H21 1.1932 0.4581 0.3827
H22 3.1985 1.9301 0.8094
H23 3.1831 2.4432 -0.8728
H24 4.0859 0.2712 -1.5829
H25 3.9135 -0.2904 1.2350
C13 -0.0174 -1.1643 4.2334
F1 -0.2835 -2.0830 5.1601
F2 -0.7666 -0.0831 4.4858
F3 1.2709 -0.8035 4.3594
S1 -0.3489 -1.8162 2.5474
O3 -1.7579 -2.1185 2.5586
O4 0.5547 -2.9348 2.4267
O5 0.0130 -0.6701 1.7072

Atom charges from the Löwdin analysis, given in e for atoms 1 to 6:
1. C -0.055
2. C -0.227
3. O -0.160
4. C -0.192
5. C -0.055
6. N -0.005